C11H18F5N2O4 | the ωB97M-V functional and the def2-TZVPD basis

```
40
Properties=species:S:1:pos:R:3:forces:R:3:mulliken_charge:R:1
C -1.14882 1.68649 -1.54761 0.3 -0.3 -0.3 -0.90
C -1.31287 0.39742 -2.34959 1.6 1.0 0.7 0.70
O -2.21159 0.34566 -3.11592 -1.9 -0.4 -1.4 -0.54
N -0.41270 -0.72401 -2.25226 -2.0 -0.2 1.6 -0.03
C -1.14612 -1.89849 -2.79486 0.8 -0.7 -0.3 -0.68
C -0.08830 -1.06775 -0.87666 2.1 -0.3 -0.1 -0.40
O -1.19693 -1.24828 0.02872 -0.6 0.2 -0.2 -0.32
C -1.17465 -0.26179 0.97663 3.1 0.9 -1.4 0.41
O -2.00167 0.02445 1.72841 -2.8 -0.2 1.7 -0.49
O -0.00813 0.44984 0.91086 -0.3 -0.5 -0.6 -0.43
C 0.85058 -0.19766 -0.02260 1.3 -1.3 -0.2 -0.11
C 1.96592 0.63722 -0.67496 -0.9 1.4 1.0 -1.24
C 2.26405 1.87930 0.23220 0.5 -0.3 -0.8 -0.67
C 3.06001 1.53290 1.52429 -0.5 0.6 -1.0 -1.27
C 2.30273 1.72118 2.84127 1.0 -0.8 0.0 0.93
F 3.19052 2.24664 3.71738 0.2 0.1 0.3 -0.36
F 1.29683 2.59485 2.77249 -0.4 0.3 -0.4 -0.28
C 1.75612 0.40174 3.52047 0.3 1.2 1.1 0.78
F 2.24334 0.29699 4.74344 0.7 -0.1 0.8 -0.29
F 0.45763 0.47624 3.68306 -1.3 -0.3 -0.6 -0.27
F 2.09636 -0.70890 2.89353 -0.1 -0.7 -1.0 -0.27
H -1.48862 2.49314 -2.20180 0.0 -0.2 0.1 0.44
H -0.12914 1.90631 -1.23356 -0.3 -0.1 0.2 0.16
H -1.85658 1.64258 -0.71109 0.4 0.1 0.0 0.26
H -2.11978 -2.01032 -2.29762 0.0 0.2 -0.4 -0.08
H -0.59925 -2.82499 -2.57556 0.2 0.4 0.0 0.36
H -1.24489 -1.85429 -3.87757 -0.3 0.3 0.2 0.35
H 0.44722 -2.01949 -0.93312 -0.5 0.0 -0.2 0.84
H 1.42295 -0.96024 0.53200 -0.4 0.3 0.3 0.68
H 2.90036 0.07127 -0.70002 -0.4 -0.2 -0.4 0.46
H 1.68827 0.99833 -1.66993 0.2 -0.3 0.1 0.35
H 1.35675 2.46452 0.40094 0.2 -0.2 0.2 0.54
H 2.91763 2.51187 -0.38174 -0.2 0.0 0.2 0.51
H 3.90675 2.22501 1.56760 -0.2 -0.1 0.2 0.36
H 3.49514 0.53765 1.39672 -0.2 0.1 0.5 0.50
N -4.29716 -2.75443 -0.65077 0.0 0.1 0.1 -0.44
H -5.23674 -2.63981 -0.26218 0.0 0.0 0.0 0.40
H -4.21360 -2.20436 -1.51125 0.0 0.0 0.0 0.35
H -3.60045 -2.42517 0.02979 0.1 0.1 -0.1 0.29
H -4.13118 -3.74162 -0.85915 0.0 0.0 0.0 0.39
```
Positions in Å, forces in eV/Å.

Values from the calculation:
**Net charge**: +1
**Calculated total energy**: -1339.5196 Ha

C11H18F6N6O5S3 | the ωB97M-V functional and the def2-TZVPD basis

```
49
Properties=species:S:1:pos:R:3:forces:R:3:mulliken_charge:R:1
C 0.21108 -4.10992 0.16136 0.3 -0.1 0.1 -1.05
C 1.63004 -3.55366 0.34475 -0.4 -0.1 -0.3 -0.81
C 1.67624 -2.03971 0.41238 1.1 -0.4 0.4 0.52
C 3.13139 -1.55235 0.39373 -0.5 0.0 0.0 -1.47
N 1.01800 -1.61952 1.69468 -0.1 0.9 -0.4 -0.32
C -0.23652 -1.01690 1.55276 -0.3 -0.4 0.6 0.13
N -1.28288 -1.45885 2.34776 0.2 -0.2 0.1 -0.35
N -0.47106 -0.05763 0.73457 0.0 0.2 -0.5 0.28
C -1.74630 0.64791 0.54087 0.0 0.2 -0.5 -0.84
C -2.90966 -0.22965 0.06576 -0.4 0.2 0.6 -0.42
S -4.41797 0.14744 1.03236 -0.1 0.1 0.1 -0.16
C -4.91514 -1.42204 1.58800 -0.3 -0.1 0.0 0.43
N -6.06764 -1.72434 2.09457 0.6 0.2 -0.3 -0.39
N -6.01410 -3.08438 2.38707 0.8 -0.3 -0.3 -0.36
C -4.84703 -3.48711 2.01708 -0.9 0.4 0.3 0.00
O -4.07183 -2.48671 1.50331 -0.3 -0.2 0.1 -0.15
H 0.14347 -4.75771 -0.70355 0.0 -0.1 -0.2 0.41
H -0.08464 -4.70517 1.01606 -0.3 0.0 0.2 0.26
H -0.50580 -3.30814 -0.00381 -0.2 0.1 0.0 0.17
H 2.09713 -3.95763 1.23583 0.1 0.0 0.2 0.39
H 2.25160 -3.86310 -0.48729 0.1 0.0 -0.2 0.37
H 1.17703 -1.62954 -0.46061 -0.3 0.1 0.0 0.45
H 3.56237 -1.47900 1.38802 0.0 0.0 0.2 0.41
H 3.72466 -2.27210 -0.14974 0.3 0.0 -0.3 0.44
H 3.19518 -0.58870 -0.09724 0.2 0.2 0.0 0.19
H 1.63140 -0.96229 2.16907 0.1 -0.1 0.1 0.30
H -0.88333 -1.87419 3.18365 0.1 -0.1 0.0 0.41
H -1.74753 -2.23231 1.87322 -0.5 0.3 0.0 0.20
H 0.31080 0.29357 0.19599 0.2 0.1 -0.3 -0.04
H -1.97451 1.20213 1.44063 -0.1 -0.1 0.4 0.51
H -1.55628 1.38775 -0.22870 0.3 0.2 -0.1 0.31
H -2.72146 -1.28608 0.16810 0.1 -0.2 -0.1 0.22
H -3.16880 -0.00564 -0.95706 0.2 0.0 -0.3 0.55
H -4.44722 -4.47835 2.05810 0.1 -0.2 0.0 0.44
C 2.02077 1.59730 -1.78965 0.5 0.0 0.1 0.71
F 1.51174 0.38218 -2.08569 -0.1 -0.1 0.1 -0.24
F 1.88590 1.74679 -0.44906 -0.1 -0.2 0.2 -0.30
F 3.32094 1.56209 -2.05223 -0.1 0.0 0.0 -0.24
S 1.09480 2.90343 -2.68050 0.2 -0.1 0.1 0.87
O -0.24360 2.71244 -2.17674 -0.1 -0.1 0.2 -0.63
O 1.31375 2.61814 -4.06442 0.0 0.0 -0.1 -0.64
N 1.89399 4.10285 -2.06709 -0.6 -0.1 -0.4 -0.25
S 1.48727 5.59318 -2.46551 0.0 0.5 0.0 0.99
O 0.22776 6.02551 -1.93620 -0.1 -0.2 0.2 -0.64
O 1.79536 5.95851 -3.81402 0.1 -0.2 -0.1 -0.64
C 2.75875 6.42733 -1.43081 0.2 -0.2 0.2 0.68
F 3.99195 6.06719 -1.79632 0.0 0.0 0.0 -0.23
F 2.60408 6.12223 -0.13633 0.0 0.0 0.0 -0.24
F 2.64586 7.74478 -1.56712 -0.1 0.1 0.0 -0.21
```
Positions in Å, forces in eV/Å.

Values from the calculation:
**Net charge**: 0
**Calculated total energy**: -2928.3400 Ha

C11H18N2O2 | the ωB97M-V functional and the def2-TZVPD basis

```
33
Properties=species:S:1:pos:R:3:forces:R:3:mulliken_charge:R:1
C -2.67310 -0.98777 0.13165 -3.6 2.9 -8.9 0.41
C -3.13402 0.54559 -0.21143 5.0 -2.3 -4.9 -0.92
C -1.66348 1.21972 -0.56454 0.6 1.1 -0.1 -0.56
C -0.94194 1.70247 0.84337 -2.4 2.0 -4.2 -0.37
C 0.31176 2.49268 0.21389 -1.3 2.5 1.0 -0.98
C 1.25031 1.56673 -0.54917 0.7 -0.8 -2.1 0.34
C 2.27235 0.77923 0.23035 1.8 0.7 6.1 -0.44
C 2.69838 -0.55930 -0.15203 0.2 -1.0 -2.2 -0.82
C 0.92052 -1.89131 1.31553 1.8 -0.7 -2.3 -0.19
C 0.14207 -2.88062 0.78840 3.1 2.4 -3.7 -0.79
C 1.12891 -2.18496 -0.98111 0.7 1.6 -2.2 0.23
H -1.57282 -2.22941 -0.68450 -3.3 -0.1 -1.7 0.42
H -3.50821 0.94573 0.62219 -1.6 1.6 3.1 0.56
H -3.69547 0.71644 -1.14211 -0.3 -0.7 0.7 0.33
H -1.39679 2.24477 -1.60702 -1.8 -2.7 3.3 0.24
H -0.99240 0.49662 -1.06479 -1.0 -0.1 0.4 0.23
H -0.67636 0.83841 1.45950 -0.1 0.3 -0.1 0.23
H -1.87903 2.35023 1.27751 3.0 -1.2 -0.4 0.39
H 0.02888 3.25785 -0.64097 -0.3 -1.4 2.0 0.35
H 0.63925 3.20785 1.06777 0.7 -1.5 -1.5 0.28
H 1.58245 1.98866 -1.54611 0.4 0.3 1.4 0.36
H 0.63624 0.74729 -1.03834 0.5 0.7 1.0 -0.23
H 1.80634 0.71126 1.27552 0.1 -0.3 -1.1 0.19
H 3.34790 0.86393 0.75664 -1.7 3.1 -1.8 0.21
H 3.66954 -0.83586 0.37518 -1.2 -0.1 -1.0 0.45
H 2.82236 -0.39108 -1.29966 0.4 -1.2 1.7 0.21
H 1.17577 -1.59387 2.39659 -0.4 -0.4 -2.3 0.32
H -0.45651 -3.51979 1.19276 -3.6 -3.4 3.0 0.76
H 1.36172 -1.68015 -2.07294 -0.5 -2.1 2.8 0.23
N 1.67223 -1.54516 0.06394 -0.5 0.5 1.5 0.33
N 0.25343 -3.08199 -0.65879 -0.8 0.9 2.4 -0.77
O -2.58728 -1.91966 -0.97010 4.1 1.4 2.2 -0.60
O -2.54300 -1.37455 1.17282 1.5 -2.0 8.0 -0.38
```
Positions in Å, forces in eV/Å.

Values from the calculation:
**Net charge**: 0
**Relative energy (zero: lowest compared OMol25 entry of this formula, charge and spin)**: 219.0 kcal per mole
**Calculated total energy**: -689.6660 Ha

C11H18N3O2S | the ωB97M-V functional and the def2-TZVPD basis

```
35
Properties=species:S:1:pos:R:3:forces:R:3:mulliken_charge:R:1
C 3.55537 0.27918 1.12969 0.5 0.0 -0.1 -0.90
C 3.78019 1.04298 -0.16998 -0.1 -0.5 0.4 -0.51
S 2.39742 2.05630 -0.73211 0.1 0.3 -0.2 -0.14
C 1.30761 0.90059 -1.61080 -0.1 -0.2 0.1 -0.61
C -0.05344 0.92404 -1.02210 -0.2 0.2 0.1 0.34
N -0.68479 2.03752 -0.62883 -0.2 -0.5 0.0 -0.01
C -1.94215 1.75243 -0.13001 -0.2 -0.6 0.1 0.28
C -2.90389 2.77298 0.34911 0.0 -0.2 -0.3 -1.41
C -2.03592 0.39937 -0.22810 0.3 0.3 0.0 0.38
O -3.02163 -0.50047 0.09327 0.5 0.0 -0.1 -0.42
C -3.59880 -0.32225 1.25159 0.2 0.0 -1.7 0.45
N -4.31822 -0.12197 2.10761 -0.7 0.1 1.7 -0.38
N -0.87586 -0.10314 -0.79471 -0.1 0.3 -0.1 0.17
C -0.63418 -1.51414 -1.09577 0.3 0.2 -0.1 -1.45
C 0.14682 -2.24920 0.03073 -0.3 -0.5 0.0 0.51
C -0.70992 -3.35767 0.62270 0.1 0.4 -0.3 -1.48
O 0.66537 -1.36746 0.98682 0.2 0.4 0.0 -0.47
H 4.52151 0.13422 1.60438 0.2 -0.1 0.1 0.39
H 3.14589 -0.70556 0.96252 -0.4 -0.1 0.0 0.16
H 2.93959 0.83153 1.82502 -0.2 0.1 0.1 0.27
H 4.08633 0.35967 -0.95443 0.0 0.1 -0.3 0.37
H 4.59349 1.74333 -0.03533 0.1 0.4 -0.1 0.40
H 1.67932 -0.11654 -1.58873 0.2 -0.1 0.1 0.32
H 1.23882 1.19199 -2.65396 0.0 0.1 -0.2 0.40
H -0.29629 2.96628 -0.67037 0.2 0.0 0.0 0.32
H -2.95214 3.58582 -0.36613 0.1 0.3 0.0 0.42
H -2.65496 3.14292 1.33532 0.1 0.1 0.2 0.32
H -3.89226 2.33902 0.37844 -0.3 -0.1 0.2 0.42
H -0.08611 -1.55325 -2.02729 0.1 0.1 -0.2 0.51
H -1.59434 -1.97272 -1.28327 -0.2 -0.1 0.0 0.59
H 1.00835 -2.70685 -0.44284 0.3 0.0 0.0 0.38
H -0.88580 -4.10322 -0.14445 -0.1 -0.2 -0.1 0.40
H -1.67036 -2.95077 0.92405 -0.2 -0.1 0.3 0.32
H -0.21580 -3.83194 1.45867 0.1 -0.1 0.2 0.37
H -0.03923 -0.98302 1.51931 -0.1 -0.2 0.2 0.30
```
Positions in Å, forces in eV/Å.

Values from the calculation:
**Net charge**: +1
**SMILES**: CCSCc1[nH]c(C)c(OC#N)[n+]1C[C@H](C)O
**Relative energy (zero: lowest compared OMol25 entry of this formula, charge and spin)**: 0.0 kcal per mole
**Calculated total energy**: -1142.6107 Ha

C11H18N4 | the ωB97M-V functional and the def2-TZVPD basis

```
33
Properties=species:S:1:pos:R:3:forces:R:3:mulliken_charge:R:1
C 4.07385 0.41803 1.90164 0.0 1.5 -0.4 -1.05
C 2.89215 0.85909 1.10933 -0.7 -0.2 -0.1 0.62
C 2.01853 1.93998 1.33765 0.8 -0.8 1.0 -0.71
C 0.93734 1.80360 0.43399 0.8 -0.9 0.0 0.68
C -0.22559 2.75849 0.31349 1.2 0.3 -1.0 -1.10
N 1.19971 0.66076 -0.30779 0.7 0.4 -0.9 0.33
C 0.47840 -0.03396 -1.43134 2.2 0.9 0.8 -0.77
N -0.64831 -0.63205 -0.92212 -3.7 -0.8 0.4 0.45
N -0.62751 -1.63534 0.04870 1.1 1.1 0.8 -0.36
C -1.88563 -2.06399 0.24688 0.7 -1.6 -0.6 0.62
C -2.11547 -3.25344 1.14620 0.2 1.6 -0.8 -1.17
C -2.68660 -1.50048 -0.72561 2.0 1.5 1.0 -1.03
C -1.95241 -0.52066 -1.41284 -0.4 -2.4 1.2 0.89
C -2.48474 0.19428 -2.61234 -1.8 2.4 1.3 -1.25
N 2.43079 0.13531 0.07650 -2.3 1.9 1.4 -0.32
H 3.71164 0.34280 2.96880 1.1 0.8 -0.9 0.35
H 4.34934 -0.58959 1.65406 0.4 -0.4 -0.4 0.35
H 4.87441 1.17584 1.53680 -0.8 -1.4 1.7 0.32
H 2.30409 2.56396 2.25315 -1.3 -0.4 -1.8 0.35
H -1.00114 2.65540 -0.48007 1.4 0.2 -0.3 0.25
H -0.87219 2.65832 1.13128 -0.5 0.0 1.9 0.35
H 0.35266 3.72787 0.38450 -1.5 -0.6 -0.4 0.35
H 0.18549 0.63865 -2.19610 -0.3 1.0 -0.5 0.36
H 1.13637 -0.74969 -1.93436 0.3 0.1 0.5 0.38
H 0.08935 -1.63646 0.83937 -1.1 0.1 -1.8 0.33
H -2.77907 -3.91812 0.64174 -0.3 -0.7 -0.3 0.36
H -1.16709 -3.67981 1.38373 0.5 -0.6 0.2 0.35
H -2.59426 -2.94670 2.03528 -0.6 0.3 1.2 0.34
H -3.69822 -1.64122 -0.68853 -2.4 -0.3 -0.7 0.46
H -3.56786 -0.19190 -2.94393 2.7 0.8 0.9 0.36
H -2.58811 1.38622 -2.33426 0.3 -2.9 -1.0 0.29
H -1.72893 0.01772 -3.34140 0.1 0.4 -1.3 0.40
H 2.91687 -0.44871 -0.53779 0.8 -1.2 -0.9 0.23
```
Positions in Å, forces in eV/Å.

Values from the calculation:
**Net charge**: +2
**SMILES**: Cc1cc(C)[n+](C[n+]2[nH]c(C)cc2C)[nH]1
**Relative energy (zero: lowest compared OMol25 entry of this formula, charge and spin)**: 39.9 kcal per mole
**Calculated total energy**: -648.3007 Ha

C11H18N4O3 | the ωB97M-V functional and the def2-TZVPD basis

```
36
Properties=species:S:1:pos:R:3:forces:R:3:mulliken_charge:R:1
C -1.59280 -1.04748 1.84258 -1.8 -1.0 0.2 -1.40
C -0.23220 -0.67411 2.43079 -1.7 -1.7 5.2 0.18
C 0.49024 -1.83541 3.25996 0.5 0.5 -1.5 -1.33
C 0.74444 -0.00126 1.62013 0.9 -0.2 -2.2 1.49
N 1.82888 0.75367 2.26218 1.3 1.7 3.2 -0.72
C 0.19473 1.11745 0.85522 -1.6 3.9 0.6 -0.61
O -0.42830 2.05129 1.49264 1.4 -2.7 -2.5 -0.75
N 0.63413 1.29921 -0.41932 -1.5 4.1 1.3 -0.03
C 1.52928 0.44773 -1.21494 2.8 1.7 3.5 0.14
C 0.84897 -0.68647 -1.92454 -1.8 0.3 2.5 -0.77
C -0.66361 -0.29704 -2.20385 0.0 -2.1 0.5 0.39
C -1.90028 -0.99084 -1.99714 2.9 -0.6 0.4 -0.60
N -2.84743 -0.29476 -2.67091 -0.6 0.6 -0.4 -0.07
C -2.20589 0.80117 -3.20738 0.1 1.8 0.1 -0.44
N -0.89653 0.86033 -2.88914 -2.8 -1.5 -0.6 -0.43
C 2.23620 1.50350 -2.02911 -0.5 2.2 -2.9 -0.02
O 3.40579 1.75976 -2.25576 -2.2 -1.2 1.1 -0.58
O 1.25579 2.33187 -2.60421 4.0 0.9 -0.1 -0.58
H -2.35940 -1.60026 2.48791 1.7 0.4 0.1 0.38
H -1.52066 -1.73872 1.00355 0.4 0.0 -0.3 0.26
H -2.29904 -0.28315 1.50810 0.9 0.8 -0.2 0.37
H -0.27415 -0.04530 3.33121 -1.4 0.7 -0.5 0.11
H 0.94948 -2.54550 2.54620 0.1 0.1 0.4 0.29
H -0.10030 -2.42230 3.97567 -0.1 0.6 -0.3 0.37
H 1.26505 -1.23455 3.79193 -0.3 -1.2 -0.1 0.31
H 1.00498 -0.81161 0.86588 1.0 0.9 0.7 -0.13
H 1.52152 1.93574 2.53754 0.8 -5.3 -0.9 0.33
H 2.26482 0.22514 3.13600 -1.3 1.8 -2.5 0.33
H 0.51886 2.44513 -0.61001 0.5 -4.3 0.1 0.36
H 2.39061 0.07785 -0.49626 -1.7 0.4 -1.3 0.65
H 1.46585 -0.76090 -2.77013 0.2 -1.1 -1.7 0.42
H 1.06368 -1.49962 -1.16044 -1.1 0.2 -1.6 0.39
H -2.11942 -1.91529 -1.42389 0.2 0.9 -0.7 0.40
H -3.84811 -0.62026 -2.73298 1.8 1.0 -0.1 0.28
H -2.69428 1.68802 -3.69574 0.3 -1.5 0.5 0.39
H 0.36909 2.00699 -2.64174 -1.5 -1.2 -0.1 0.60
```
Positions in Å, forces in eV/Å.

Values from the calculation:
**Net charge**: 0
**SMILES**: CC(C)[C@H](N)C(=O)N[C@@H](Cc1c[nH]cn1)C(=O)O
**Relative energy (zero: lowest compared OMol25 entry of this formula, charge and spin)**: 116.0 kcal per mole
**Calculated total energy**: -874.5775 Ha